Record 1
Formula: C11H15N
Source: the OMol25 dataset
Level of theory: ωB97M-V/def2-TZVPD

Structure (XYZ):
```
27
Properties=species:S:1:pos:R:3
C -3.6215 -1.0659 -0.5511
C -2.3469 -0.5998 0.0582
C -1.7814 -1.1878 1.1172
N -0.7217 -0.3956 1.6347
C -0.5820 0.6451 0.7371
C 0.2409 1.7527 0.8384
C 0.2465 2.6879 -0.1733
C -0.6563 2.5292 -1.2565
C -1.5888 1.5185 -1.3143
C -1.5593 0.5800 -0.2763
H -3.6613 -0.9171 -1.6390
H -4.5077 -0.5709 -0.1538
H -3.7600 -2.1483 -0.5040
H -2.1898 -1.9584 1.7533
H 0.0111 -0.8292 2.1566
H 0.7035 2.0449 1.7770
H 0.7233 3.6566 -0.1375
H -0.4927 3.0833 -2.1779
H -2.2424 1.3580 -2.1593
C 3.1302 -1.9710 -0.0303
C 3.8668 -0.6421 0.0293
H 3.0963 -2.5630 -0.9352
H 3.6135 -2.5762 0.7537
H 2.1321 -1.8528 0.4030
H 3.8408 -0.1517 0.9984
H 3.3060 0.1954 -0.4412
H 4.8010 -0.6217 -0.5070
```

The gap between HOMO and LUMO is 8.955 eV. For the energy above the lowest of the compared OMol25 structures with the same formula, charge and spin, the calculation gives 1.050 eV. As for the charge: 0.

Record 2
Formula: C11H15N
Source: the OMol25 dataset
Level of theory: ωB97M-V/def2-TZVPD

Structure (XYZ):
```
27
Properties=species:S:1:pos:R:3
C -0.1109 -0.3592 2.5386
C -0.4217 -0.8773 1.2415
C 0.0177 -2.1004 0.7474
N -0.6558 -2.2988 -0.5311
C -1.5802 -1.3353 -0.7055
C -2.5495 -0.9937 -1.7095
C -3.2335 0.1791 -1.8109
C -2.8346 1.0580 -0.8237
C -1.9637 0.8679 0.1454
C -1.2890 -0.2863 0.1840
H -0.4028 0.7956 2.6289
H 0.9199 -0.5812 2.8653
H -0.8407 -1.0216 3.0917
H 0.9154 -2.5349 1.1936
H -0.6227 -3.2991 -0.8755
H -2.6591 -1.5377 -2.5811
H -3.8888 0.3806 -2.5697
H -3.2135 2.1241 -0.9408
H -1.8513 1.6236 0.8765
C 2.9189 1.5368 -1.0591
C 3.5280 0.9262 0.2973
H 2.2318 0.8482 -1.4743
H 2.5106 2.5302 -0.6955
H 3.8223 1.8555 -1.6847
H 4.4746 1.3144 0.6262
H 2.8948 1.2483 1.1251
H 3.8837 -0.0629 -0.1001
```

The gap between HOMO and LUMO is 8.705 eV. For the energy above the lowest of the compared OMol25 structures with the same formula, charge and spin, the calculation gives 3.355 eV. As for the charge: 0.

Record 3
Formula: C11H15N
Source: the OMol25 dataset
Level of theory: ωB97M-V/def2-TZVPD

Structure (XYZ):
```
27
Properties=species:S:1:pos:R:3
C 1.9724 -2.9108 -1.6204
C 3.1551 -3.8497 -2.0486
H 0.9996 -3.3224 -1.8662
H 1.9858 -2.8393 -0.5031
H 2.1996 -2.0161 -2.0935
H 4.0592 -3.3565 -1.8610
H 3.1981 -3.9314 -3.0939
H 2.9135 -4.8188 -1.6472
C 0.3722 1.3477 -2.2308
C -0.3339 0.7760 0.2561
C -0.5018 1.4006 -1.0412
C -1.3162 1.2769 1.1073
C -1.7392 2.1144 -0.9000
C 0.4989 -0.2790 0.6472
C 0.4150 -0.6885 1.9224
C -0.4778 -0.1133 2.8437
C -1.3929 0.7382 2.4064
N -2.1688 2.0167 0.3494
H 1.0286 -0.8713 -0.1210
H 0.9946 -1.5863 2.1726
H -0.4432 -0.4660 3.8377
H 1.0127 2.2331 -2.1446
H -0.0702 1.1646 -3.2437
H -2.2849 2.7904 -1.6215
H -2.9715 2.5200 0.8298
H -2.3279 1.0391 2.9969
H 0.9763 0.4691 -2.1400
```

The gap between HOMO and LUMO (spin up / spin down) is 9.713 / 6.282 eV. For the energy above the lowest of the compared OMol25 structures with the same formula, charge and spin, the calculation gives 1.270 eV. As for the charge: +1. The spin multiplicity is 2.

Record 4
Formula: C11H15N2
Source: the OMol25 dataset
Level of theory: ωB97M-V/def2-TZVPD

Structure (XYZ):
```
28
Properties=species:S:1:pos:R:3
C -0.5942 -2.1024 -0.5114
N -0.5364 -1.3000 0.6868
C -1.0729 0.1381 0.6347
C -0.5883 0.9949 -0.5342
C -1.3744 1.1587 -1.6822
C -0.8333 1.8784 -2.7526
C 0.4242 2.4405 -2.6799
C 1.1860 2.2376 -1.5572
C 0.7054 1.5311 -0.5107
C -0.6329 0.6108 2.0649
C 0.4435 -0.3842 2.4056
N 0.4646 -1.3381 1.5894
C 1.3884 -2.4445 1.6066
H 0.2070 -2.0571 -1.3020
H -0.7590 -3.1885 -0.2787
H -1.4551 -1.7924 -0.9204
H -2.1803 0.0222 0.4806
H -2.2460 0.5472 -1.7399
H -1.5514 2.2742 -3.4664
H 0.9751 2.8865 -3.5320
H 2.1736 2.8463 -1.5516
H 1.3498 1.3222 0.3030
H -1.3747 0.5402 2.9209
H -0.2568 1.5923 1.8928
H 1.1318 -0.2425 3.3678
H 0.9296 -3.4157 2.0720
H 2.1467 -2.1246 2.2653
H 1.9301 -2.6315 0.7287
```

The gap between HOMO and LUMO is 8.999 eV. For the energy above the lowest of the compared OMol25 structures with the same formula, charge and spin, the calculation gives 2.337 eV. As for the charge: +1.

Record 5
Formula: C11H15N2
Source: the OMol25 dataset
Level of theory: ωB97M-V/def2-TZVPD

Structure (XYZ):
```
28
Properties=species:S:1:pos:R:3
C -1.1030 2.2458 -0.7570
C -0.5456 1.4538 0.4493
C -1.6794 0.3874 0.9169
C -2.0345 -0.4669 -0.3529
C -2.2676 -1.7161 0.0313
C -2.0936 -1.8656 1.4524
C -1.6065 -0.7452 1.9758
N 0.6800 0.8685 0.0382
C 1.7711 1.5893 -0.3839
C 2.7769 0.6808 -0.6457
N 2.2189 -0.5844 -0.4609
C 2.8501 -1.8702 -0.7981
C 0.9973 -0.4195 0.0346
H -0.6827 1.9733 -1.7033
H -0.8653 3.3441 -0.6836
H -2.2307 2.0779 -0.8155
H -0.3788 1.9540 1.3760
H -2.5310 0.9855 0.9974
H -2.2183 -0.1945 -1.3900
H -2.3746 -2.4722 -0.6066
H -2.3579 -2.7326 2.0636
H -1.3032 -0.5018 2.9540
H 1.6877 2.5680 -0.5877
H 3.7420 0.9825 -0.8554
H 3.7648 -1.4532 -1.3302
H 3.0470 -2.4453 0.1456
H 2.3336 -2.4497 -1.4866
H 0.4031 -1.1939 0.4221
```

The gap between HOMO and LUMO is 9.491 eV. For the energy above the lowest of the compared OMol25 structures with the same formula, charge and spin, the calculation gives 1.789 eV. As for the charge: +1.

Record 6
Formula: C11H15N2O
Source: the OMol25 dataset
Level of theory: ωB97M-V/def2-TZVPD

Structure (XYZ):
```
29
Properties=species:S:1:pos:R:3
C -3.7065 0.3647 0.4087
C -3.7091 -1.0322 0.1356
C -2.5137 1.0755 0.3284
C -2.4996 -1.7414 -0.1031
C -1.3132 0.3971 -0.0237
C -1.2859 -0.9849 -0.2412
C 0.9692 1.5949 0.9234
C 2.2311 0.9603 0.5596
C 0.9877 -0.6024 -0.8612
C -0.1116 1.2010 -0.1844
C 3.3219 -1.0932 -0.0619
N -0.0155 -1.5150 -0.5367
N 1.9830 -0.5025 0.1655
O -0.0521 2.1695 -1.1649
H -4.6431 0.7090 0.7232
H -4.5971 -1.5527 0.3666
H -2.5289 2.1407 0.2766
H -2.6952 -2.7557 -0.4336
H 0.5976 1.2258 2.0048
H 0.8488 2.7595 0.9692
H 2.5820 1.4915 -0.3222
H 3.1685 0.9264 1.3063
H 1.3882 -0.3907 -1.8363
H 3.8661 -1.0421 0.8462
H 3.2031 -2.0429 -0.5504
H 4.0083 -0.5512 -0.9134
H -0.1511 -2.3642 -1.0456
H 1.5309 -0.9909 0.9757
H -0.8641 2.1460 -1.7113
```

The gap between HOMO and LUMO is 9.132 eV. For the energy above the lowest of the compared OMol25 structures with the same formula, charge and spin, the calculation gives 2.243 eV. As for the charge: +1.

Record 7
Formula: C11H15NO
Source: the OMol25 dataset
Level of theory: ωB97M-V/def2-TZVPD

Structure (XYZ):
```
28
Properties=species:S:1:pos:R:3
C -1.1699 -1.5510 2.3904
C -0.7669 -1.7133 1.0007
C -1.4865 -2.3191 -0.0208
N -0.8320 -1.9869 -1.2644
C 0.2515 -1.1886 -0.9386
C 1.3242 -0.5869 -1.7976
C 2.2268 0.2138 -1.1293
C 2.4984 0.0544 0.2639
C 1.6807 -0.7475 0.9596
C 0.3911 -1.0944 0.4531
H -1.0651 -2.4069 3.0016
H -2.2036 -1.2146 2.3305
H -0.6944 -0.7777 3.0020
H -2.3654 -2.9097 -0.2190
H -0.9995 -2.3916 -2.1700
H 1.3145 -0.7418 -2.8247
H 2.9288 0.8018 -1.6669
H 3.4057 0.3674 0.6470
H 1.8252 -1.0907 2.0082
C 0.1106 2.8895 -0.7495
C -0.8529 1.9545 -0.0154
O -2.1988 2.3584 -0.3220
H -0.2226 3.0544 -1.7531
H 1.1004 2.4584 -0.7852
H 0.2550 3.8327 -0.2751
H -0.8870 0.9393 -0.2771
H -0.8894 1.9172 1.1289
H -2.6790 1.8791 -0.9771
```

The gap between HOMO and LUMO is 8.837 eV. For the energy above the lowest of the compared OMol25 structures with the same formula, charge and spin, the calculation gives 1.975 eV. As for the charge: 0.

Record 8
Formula: C11H15NO
Source: the OMol25 dataset
Level of theory: ωB97M-V/def2-TZVPD

Structure (XYZ):
```
28
Properties=species:S:1:pos:R:3
C 2.2967 2.4953 -0.4528
C 1.7252 1.3263 0.3535
C 1.9583 1.0330 1.6755
N 1.4762 -0.2487 2.0615
C 0.9391 -0.7625 0.9366
C 0.2093 -1.9483 0.8133
C -0.3192 -2.3410 -0.4536
C 0.1412 -1.7034 -1.5755
C 0.7766 -0.2861 -1.4231
C 1.1876 0.1516 -0.1408
H 3.1232 1.9650 -0.9930
H 2.7129 3.1050 0.2945
H 1.5245 2.8732 -1.1462
H 2.3525 1.7099 2.4332
H 1.6198 -0.6519 2.8819
H 0.0572 -2.4365 1.8390
H -0.9683 -3.2175 -0.5881
H -0.1792 -1.8834 -2.5912
H 0.9237 0.1192 -2.3612
C -2.8048 1.6471 -0.1509
C -2.8891 0.4314 -1.1023
O -3.0907 -0.7082 -0.2274
H -3.4387 1.9292 0.6234
H -2.8691 2.5277 -0.7754
H -1.8270 1.5094 0.3629
H -3.7386 0.0533 -1.7143
H -2.0389 0.4994 -1.7433
H -2.1871 -0.9566 -0.0138
```

The gap between HOMO and LUMO is 8.674 eV. For the energy above the lowest of the compared OMol25 structures with the same formula, charge and spin, the calculation gives 2.764 eV. As for the charge: 0.

Record 9
Formula: C11H15NO5PtSSe3Te
Source: the OMol25 dataset
Level of theory: ωB97M-V/def2-TZVPD

Structure (XYZ):
```
38
Properties=species:S:1:pos:R:3
Pt -0.5312 -0.0721 -0.9844
O -0.5850 2.2441 2.9419
C -0.7624 1.4927 1.8890
O -0.1490 1.6219 0.8439
C -1.8305 0.4586 2.0608
C -2.6426 0.4195 3.1955
C -3.6613 -0.5193 3.2484
C -3.8456 -1.3692 2.1677
C -2.9858 -1.2539 1.0736
N -2.0016 -0.3629 1.0308
C -3.2038 -2.0116 -0.2020
O -3.8176 -3.1629 -0.1880
O -2.8320 -1.5160 -1.2519
H 0.0665 2.9596 2.8248
H -2.4816 1.1094 4.0084
H -4.3102 -0.5754 4.1096
H -4.6696 -2.0657 2.1718
H -4.0062 -3.5453 0.6847
Se -1.7612 1.4790 -2.4153
Se -2.6328 0.2710 -4.1208
Te -1.9976 -2.2358 -3.9307
Se -0.0703 -2.1826 -2.4560
C 2.4060 1.5972 -3.0211
C 2.6869 0.3174 -2.2674
S 1.9961 0.5021 -0.5673
O 1.5712 -0.8451 -0.1034
C 3.4861 0.8948 0.4734
C 4.4755 -0.2434 0.4335
H 2.7603 1.5219 -4.0457
H 2.9191 2.4394 -2.5623
H 1.3343 1.8003 -3.0485
H 3.7492 0.1087 -2.2096
H 2.1733 -0.5454 -2.6913
H 3.0805 1.0314 1.4745
H 3.8868 1.8354 0.1059
H 3.9643 -1.1905 0.5906
H 5.1974 -0.1214 1.2393
H 5.0245 -0.2863 -0.5025
```

The gap between HOMO and LUMO (spin up / spin down) is 7.186 / 6.093 eV. For the energy above the lowest of the compared OMol25 structures with the same formula, charge and spin, the calculation gives 1.056 eV. As for the charge: +2. The spin multiplicity is 5.

Record 10
Formula: C11H15OP
Source: the OMol25 dataset
Level of theory: ωB97M-V/def2-TZVPD

Structure (XYZ):
```
28
Properties=species:S:1:pos:R:3
C -2.3552 1.2461 -1.2916
C -1.6863 2.3239 -0.9307
C -1.7655 -0.0493 -0.8640
C 0.9865 -1.2236 -0.1633
C -0.4045 1.9990 -0.1290
C -0.0201 -1.7171 -0.9009
C -1.0802 -0.8952 -1.5360
C 0.6020 1.5470 -0.8734
C -0.3766 1.9699 1.3874
C -0.2398 -3.2007 -0.9515
C 2.9854 0.7212 0.9193
O 2.6805 0.0090 -1.6368
P 1.8740 0.3812 -0.4721
H -3.2853 1.2142 -1.8269
H -2.0020 3.3248 -1.1828
H -1.6466 -0.1706 0.2091
H 1.7015 -1.9622 0.2800
H -1.1414 -1.0011 -2.6393
H 0.6080 1.7168 -1.8776
H 0.1268 2.7209 2.0513
H 0.0616 0.8508 1.5910
H -1.4419 2.1361 1.7418
H -1.2416 -3.5469 -0.6280
H 0.3026 -3.6880 -0.1059
H 0.1775 -3.7853 -1.9058
H 3.0421 -0.0476 1.7591
H 3.9144 0.9807 0.5134
H 2.7127 1.5929 1.3653
```

The gap between HOMO and LUMO (spin up / spin down) is 5.440 / 5.863 eV. For the energy above the lowest of the compared OMol25 structures with the same formula, charge and spin, the calculation gives 4.229 eV. As for the charge: 0. The spin multiplicity is 3.

Record 11
Formula: C11H16BClN6Pt
Source: the OMol25 dataset
Level of theory: ωB97M-V/def2-TZVPD

Structure (XYZ):
```
36
Properties=species:S:1:pos:R:3
C 0.0437 2.9512 0.9363
N 0.1735 1.7084 0.4305
N 0.3457 1.7964 -0.9333
C 0.2580 3.0919 -1.2804
C 0.0629 3.8753 -0.1236
B 0.5068 0.5261 -1.7910
N 1.5717 -0.3530 -1.0929
N 1.5232 -0.6825 0.2354
C 2.6037 -1.4580 0.5257
C 3.2830 -1.6894 -0.6641
C 2.5960 -1.0057 -1.6554
Pt -0.0038 -0.0778 1.3456
N -0.8227 -0.2928 -1.7469
N -1.3460 -0.7748 -0.5768
C -2.4760 -1.4390 -0.9086
C -2.6730 -1.3751 -2.3038
C -1.6005 -0.6596 -2.7951
H -3.1235 -1.9438 -0.1937
H -1.2940 -0.3741 -3.8045
H -3.4915 -1.7830 -2.8923
H 0.8211 0.7800 -2.9074
H 2.7024 -0.9347 -2.7324
H 0.2806 3.4308 -2.3206
H 4.1643 -2.2926 -0.8179
H -0.0801 4.9197 -0.0909
H 2.8147 -1.8006 1.5367
H -0.0961 3.1711 1.9910
H -0.4417 -1.9352 1.6714
C 0.0689 -2.1384 2.6188
H 0.7609 -2.9862 2.4497
H 0.6392 -1.3507 3.1156
H -0.6642 -2.4766 3.3739
Cl -2.6461 0.8838 4.0077
C -1.7139 0.8661 2.6666
H -0.7867 0.2446 2.8273
H -1.9602 1.5783 1.8993
```

The gap between HOMO and LUMO (spin up / spin down) is 6.768 / 5.320 eV. For the energy above the lowest of the compared OMol25 structures with the same formula, charge and spin, the calculation gives 0.000 eV. As for the charge: +2. The spin multiplicity is 3.

Record 12
Formula: C11H16BN4O3
Source: the OMol25 dataset
Level of theory: ωB97M-V/def2-TZVPD

Structure (XYZ):
```
35
Properties=species:S:1:pos:R:3
C -2.9497 0.4001 3.8522
N -2.0240 -0.0615 2.7811
C -1.1250 -1.1671 3.2166
B -2.7068 -0.3451 1.5148
O -3.6752 -1.3489 1.3743
C -2.2411 0.5595 0.2289
C -2.9741 1.7837 0.0054
N -2.2768 2.2970 -1.1179
C -1.2710 1.4726 -1.5127
N -1.2039 0.3623 -0.6907
H -2.3673 0.4126 4.8118
H -3.1871 1.4838 3.6313
H -3.8859 -0.2067 3.9653
H -0.8396 -1.0457 4.2892
H -1.5496 -2.1745 2.9638
H -0.1730 -1.0724 2.6086
H -3.9112 -1.4627 0.4339
H -3.8133 2.1957 0.5975
H -2.5072 3.1901 -1.5545
H -0.5726 1.6789 -2.3526
H -0.5466 -0.4234 -0.7064
C 4.0922 0.2449 -3.5808
C 2.7336 -0.0504 -3.5878
C 2.1316 -0.5751 -2.4536
C 2.8993 -0.7961 -1.3154
C 4.2581 -0.5112 -1.3027
C 4.8537 0.0111 -2.4424
N 2.2650 -1.3273 -0.1049
O 1.0633 -1.5875 -0.1490
O 2.9559 -1.4787 0.8751
H 4.5590 0.6598 -4.4668
H 2.1442 0.1315 -4.4786
H 1.0731 -0.8025 -2.4707
H 4.8600 -0.6867 -0.4201
H 5.9122 0.2398 -2.4426
```

The gap between HOMO and LUMO is 7.942 eV. As for the charge: +1.

| no. | E_tot (eV) |
| --- | --- |
| 1 | -13139.7412 |
| 2 | -13137.4366 |
| 3 | -13131.9367 |
| 4 | -14621.4031 |
| 5 | -14621.9511 |
| 6 | -16668.5913 |
| 7 | -15185.9466 |
| 8 | -15185.1576 |
| 9 | -240775.6898 |
| 10 | -22978.7456 |
| 11 | -37032.7178 |
| 12 | -24437.8917 |